The following is a DFT calculation (ωB97M-V with the def2-TZVPD basis set) of a structure of composition C26H35NO3SiV at a distorted geometry.

Calculated values
molecular weight = 488.60 u
F_max = 0.04559 Eh/bohr
highest occupied orbital energy (alpha / beta) = -5.72 / -6.81 eV
LUMO (alpha / beta) = 0.323 / 0.159 eV
expectation value of S² = 3.81
ΔE to the lowest compared entry with this formula, charge and spin = 0.6160 eV
frontier orbital gap (alpha / beta) = 0.222 / 0.256 Eh

Structure (ORCA input):
```
! wB97M-V def2-TZVPD RIJCOSX def2/J DEFGRID3
* xyz 0 4
V 0.7244 0.1155 0.3873
C -0.5707 -1.6418 3.9737
C -1.2274 -0.6499 3.0484
C -0.9883 0.7173 3.1860
C -1.6648 1.6454 2.4021
C -1.4389 3.1213 2.5890
C -2.5980 1.1869 1.4772
C -2.8492 -0.1688 1.3124
C -3.8887 -0.6450 0.3330
C -2.1510 -1.0769 2.1008
H -1.2562 -1.9088 4.7813
H 0.3309 -1.2271 4.4231
H -0.3097 -2.5614 3.4479
H -0.2957 1.0625 3.9469
H -2.2479 3.5538 3.1815
H -1.4151 3.6359 1.6275
H -0.5007 3.3125 3.1097
H -3.1340 1.9036 0.8622
H -4.8567 -0.7370 0.8313
H -3.6253 -1.6202 -0.0767
H -3.9994 0.0543 -0.4958
H -2.3511 -2.1380 1.9936
C -2.2541 -4.4010 -3.7605
O -2.5661 -3.1120 -4.2538
C -2.1333 -2.0535 -3.5413
C -2.4377 -0.7887 -4.0900
C -2.0240 0.3394 -3.4502
C -1.2948 0.3017 -2.2362
C -0.8791 1.4790 -1.5503
C -1.2226 2.8632 -2.0340
O -0.1918 1.4648 -0.4941
C -0.9849 -0.9902 -1.6837
O -0.3136 -1.1388 -0.5948
C -1.4351 -2.1472 -2.3632
H -2.6695 -5.1043 -4.4770
H -2.7060 -4.5739 -2.7805
H -1.1739 -4.5507 -3.6917
H -2.9915 -0.7422 -5.0175
H -2.2600 1.2906 -3.9057
H -1.8011 2.8874 -2.9506
H -0.2877 3.4042 -2.1869
H -1.7787 3.3835 -1.2528
H -1.1722 -3.0962 -1.9168
C 3.8141 0.4451 3.7867
C 3.3995 1.6751 3.2828
C 2.4492 1.7252 2.2865
N 1.8903 0.6077 1.7533
C 2.2956 -0.5900 2.2638
C 3.2345 -0.7115 3.2521
H 4.5623 0.3804 4.5635
H 3.8239 2.5947 3.6625
H 2.1074 2.6631 1.8688
H 1.8382 -1.4761 1.8157
H 3.5248 -1.6910 3.6065
C 4.0122 -0.9531 -0.7504
Si 2.5699 0.2348 -1.2017
C 2.1609 -0.1694 -3.0303
C 3.3843 1.9717 -1.2794
H 4.7846 -0.9383 -1.5254
H 3.6680 -1.9858 -0.6459
H 4.4839 -0.6623 0.1927
H 3.0679 -0.1617 -3.6417
H 1.4664 0.5613 -3.4542
H 1.6964 -1.1543 -3.1306
H 4.1398 2.0154 -2.0693
H 3.8757 2.2213 -0.3349
H 2.6414 2.7484 -1.4819
*
```



The following is a DFT calculation (ωB97M-V with the def2-TZVPD basis set) of a structure of composition C26H36As2BrN4O8PPtSbSe4.

Calculated values
molecular weight = 1425.99 u
F_max = 0.01771 Eh/bohr
highest occupied orbital energy = -3.71 eV
LUMO = 1.193 eV
ΔE to the lowest compared entry with this formula, charge and spin = 0.6079 eV
frontier orbital gap = 0.180 Eh

Structure (ORCA input):
```
! wB97M-V def2-TZVPD RIJCOSX def2/J DEFGRID3
* xyz -1 1
Pt 0.6191 0.1472 -0.1918
C -2.9230 4.2648 0.4331
C -2.8304 2.7919 0.1564
C -3.9250 1.9398 0.2254
C -3.7762 0.5858 -0.0167
C -2.5093 0.1078 -0.3057
Br -2.2458 -1.7263 -0.6061
N -1.4434 0.9063 -0.3731
C -1.6117 2.2143 -0.1612
H -3.9610 4.5904 0.4804
H -2.4191 4.8409 -0.3434
H -2.4475 4.5086 1.3849
H -4.9021 2.3350 0.4767
H -4.6136 -0.0942 0.0280
H -0.7071 2.8068 -0.2263
C 0.2941 -4.3937 0.4466
O 0.8388 -3.2470 1.0987
C 0.2380 -2.8822 2.2235
O -0.8278 -3.2928 2.6140
C 0.9920 -1.7795 2.9200
C 1.9739 -2.0079 3.7879
As 2.8984 -0.7339 4.9563
C 4.6759 -0.7494 4.1417
C 2.3147 0.9717 4.1895
C 1.3587 1.2534 3.3097
As 0.4754 -0.0602 2.2225
C -1.3548 0.0558 2.9574
C 1.0382 2.6836 2.9819
O 0.6415 3.4843 3.7903
O 1.2718 2.9492 1.6930
C 1.4383 4.3187 1.3182
C 3.1456 2.0660 4.7995
O 3.5184 2.0533 5.9469
O 3.4107 3.0164 3.9091
C 4.3446 4.0425 4.2693
C 2.3673 -3.4377 4.0041
O 1.8944 -4.3897 3.4366
O 3.3578 -3.5359 4.9002
C 3.9053 -4.8478 5.0686
H 0.5282 -5.2807 1.0347
H 0.7851 -4.4395 -0.5210
H -0.7862 -4.3040 0.3376
H 5.1529 -1.6970 4.3802
H 5.2501 0.0683 4.5748
H 4.6323 -0.6218 3.0633
H -1.3050 -0.0231 4.0416
H -1.9462 -0.7662 2.5558
H -1.7928 1.0145 2.6753
H 2.4993 4.4739 1.1283
H 1.0788 4.9811 2.1022
H 0.8800 4.4849 0.3976
H 3.7966 4.9780 4.3789
H 5.0547 4.1031 3.4482
H 4.8410 3.7905 5.2024
H 4.6326 -4.7607 5.8696
H 4.3882 -5.1646 4.1456
H 3.1212 -5.5554 5.3307
C 0.3711 1.5545 -5.1448
N 1.6652 1.7838 -4.5174
C 2.6111 0.7654 -4.9937
N 2.1391 -0.6051 -4.7898
C 0.8438 -0.7577 -5.4247
N -0.1673 0.2024 -4.9629
C -0.5255 -0.0541 -3.5675
P 0.9421 0.1087 -2.4637
C 1.5566 1.7413 -3.0563
C 2.1111 -0.9751 -3.3697
H 0.4810 1.7181 -6.2194
H -0.3517 2.2768 -4.7550
H 3.5628 0.8913 -4.4810
H 2.7513 0.9167 -6.0670
H 0.4715 -1.7709 -5.2558
H 0.9693 -0.6054 -6.4996
H -0.9363 -1.0636 -3.4812
H -1.3079 0.6433 -3.2526
H 2.5303 1.9143 -2.5895
H 0.8711 2.5261 -2.7196
H 1.8057 -2.0199 -3.2687
H 3.1092 -0.8716 -2.9326
Se 5.6798 0.6627 -2.6366
Sb 5.4935 -0.0657 -0.3340
Se 2.9333 -0.0566 0.5536
Se 5.9885 -2.3523 0.2412
Se 6.0014 1.6103 1.3473
*
```



The following is a DFT calculation (ωB97M-V with the def2-TZVPD basis set) of a structure of composition C26H36B2HgO34 at a distorted geometry.

Calculated values
molecular weight = 1114.75 u
F_max = 0.12424 Eh/bohr
highest occupied orbital energy = -9.28 eV
LUMO = -0.481 eV
ΔE to the lowest compared entry with this formula, charge and spin = 0.0000 eV
frontier orbital gap = 0.323 Eh

Structure (ORCA input):
```
! wB97M-V def2-TZVPD RIJCOSX def2/J DEFGRID3
* xyz 0 1
Hg -0.0181 -0.2934 -0.1437
O -6.8709 0.6411 4.8188
C -5.7312 0.1685 4.8711
O -4.7932 0.4690 4.0435
B -3.5252 -0.2252 4.4637
O -3.9375 -1.1990 5.5055
C -5.2060 -0.9442 5.8183
O -5.9002 -1.4756 6.7089
O -2.4734 0.7051 4.9139
C -1.3635 0.4572 4.2642
O -0.2578 1.0375 4.3673
C -1.6952 -0.5029 3.1625
O -2.8863 -0.9190 3.3476
O -0.9889 -0.7583 2.2006
O -2.7198 4.1818 1.4618
C -1.4871 4.2410 1.4985
O -0.8012 5.3562 1.6131
B 0.6075 5.0788 1.5386
O 0.7174 3.6288 1.2858
C -0.4459 3.0863 1.3258
O -0.7271 1.8865 1.1145
O 1.3067 5.8393 0.4326
C 2.5144 6.2236 0.7297
O 3.4045 6.7029 0.1095
C 2.6883 6.0495 2.2154
O 1.5300 5.4674 2.6914
O 3.7083 6.3829 2.8592
C 3.8820 2.2026 1.1374
O 3.6741 1.3031 2.0484
C 2.7509 0.3893 1.9314
O 1.7894 0.4416 1.1717
O 3.0426 -0.5799 2.8789
C 2.1213 -1.6362 3.1941
H 4.7457 2.7886 1.4515
H 3.0862 2.9431 1.0574
H 4.1531 1.8809 0.1319
H 1.0882 -1.3026 3.0969
H 2.3353 -2.0884 4.1625
H 2.2613 -2.4774 2.5151
C -5.0780 -1.8363 -1.3465
O -3.7248 -1.3128 -1.3055
C -3.4416 -0.2439 -0.5191
O -2.2471 0.0316 -0.2671
O -4.5042 0.3894 -0.1388
C -4.4692 1.4933 0.7256
H -4.9852 -2.8837 -1.6335
H -5.6923 -1.2740 -2.0497
H -5.5326 -1.7243 -0.3622
H -3.8538 1.3186 1.6081
H -5.4882 1.7187 1.0402
H -4.1681 2.4364 0.2696
C -2.1647 -1.7318 -5.2455
O -2.0239 -1.5060 -3.8892
C -0.8250 -1.8362 -3.2931
O -0.5202 -1.4734 -2.1558
O -0.0550 -2.5420 -4.1487
C 1.3042 -2.8126 -3.9719
H -2.1979 -2.7943 -5.4864
H -1.4552 -1.1402 -5.8240
H -3.1507 -1.4581 -5.6210
H 1.5923 -3.3971 -3.0981
H 1.8457 -1.8705 -4.0582
H 1.7079 -3.4507 -4.7580
C 4.2817 -2.5990 -0.1078
O 4.3569 -1.5457 -1.0858
C 3.2366 -0.8383 -1.3965
O 2.0822 -1.1657 -1.1485
O 3.5015 0.3324 -2.0293
C 4.7826 0.8680 -2.2291
H 5.2262 -3.1401 -0.0493
H 3.6117 -3.3551 -0.5170
H 4.0817 -2.2436 0.9030
H 4.8079 1.8558 -2.6891
H 5.3277 0.2465 -2.9395
H 5.4453 0.8149 -1.3654
C 2.3750 3.4515 -2.2326
O 1.6637 2.7923 -3.2198
C 0.7891 1.8309 -2.8117
O 0.6307 1.3479 -1.6972
O 0.1665 1.3696 -3.9083
C 0.0040 2.1485 -5.1202
H 3.1371 2.8986 -1.6834
H 1.7277 3.8024 -1.4290
H 2.9320 4.3179 -2.5892
H -0.6122 3.0169 -4.8874
H -0.5585 1.5329 -5.8221
H 0.8799 2.3836 -5.7249
C -2.0048 -4.0688 1.7257
O -0.7895 -4.5888 1.1356
C 0.0330 -3.8938 0.4313
O 0.1586 -2.6197 0.3870
O 0.8521 -4.7101 -0.3344
C 1.0774 -6.1386 0.0375
H -2.6959 -3.6154 1.0151
H -1.8246 -3.2268 2.3939
H -2.4679 -4.9119 2.2384
H 2.1064 -6.4189 -0.1878
H 0.4212 -6.7512 -0.5807
H 0.8054 -6.4301 1.0520
*
```